*w*
Below is a cluster of 10 separate species, C12H44N4O10 in total, with properties calculated with ωB97M-V/def2-TZVPD.

The structure (SMILES) is NC(N)=O.NC(N)=O.CCO.CCO.CO.CO.CO.CO.CO.CO. As for the lowest unoccupied orbital energy: 0.19 eV. For the HOMO-LUMO gap, the calculation gives 9.11 eV.

Bonds (Å) are listed after each position.
Atoms and positions in Å:
1 O -0.948 1.781 -1.376  C16 1.395
2 O -2.287 1.643 2.637  C17 1.411, H55 0.963
3 O 0.473 -0.632 -2.373  C24 1.453, H30 0.943
4 O 2.672 -3.123 -1.159  C26 1.393, H34 0.969
5 O 1.157 -1.212 2.595  C19 1.394
6 O 5.297 0.889 -0.498  C23 1.417, H44 0.969
7 O 2.364 1.583 0.208  C15 1.353, H69 0.963
8 O -5.123 -1.983 1.223  C18 1.413, H66 0.994
9 O -0.002 -3.781 -2.028  C25 1.376, H28 0.972
10 O -3.266 0.350 -1.834  C22 1.419, H68 0.945
11 N -1.215 4.064 -1.701  C16 1.268, H53 0.985, H61 1.037
12 N 0.614 3.501 -0.776  C16 1.297, H36 1.062, H41 0.995
13 N -0.223 0.182 1.145  C19 1.317, H33 1.053, H60 1.016
14 N 1.275 -1.029 0.226  C19 1.313, H43 1.010, H67 1.018
15 C 2.564 2.094 1.445  O7 1.353, H42 1.124, H49 1.078, H63 1.101
16 C -0.541 3.106 -1.216  O1 1.395, N11 1.268, N12 1.297
17 C -2.283 2.953 2.113  O2 1.411, C20 1.555, H56 1.097, H58 1.113
18 C -4.156 -2.958 1.559  O8 1.413, C21 1.513, H52 1.049, H70 1.059
19 C 0.711 -0.719 1.370  O5 1.394, N13 1.317, N14 1.313
20 C -0.837 3.525 2.146  C17 1.555, H38 1.128, H46 1.047, H48 1.096
21 C -2.831 -2.236 1.456  C18 1.513, H45 1.050, H54 1.094, H59 1.118
22 C -3.718 0.835 -0.579  O10 1.419, H31 1.085, H51 1.027, H62 1.126
23 C 5.038 -0.419 -0.977  O6 1.417, H37 1.090, H50 1.070, H65 1.056
24 C 1.748 -0.067 -2.779  O3 1.453, H27 1.089, H39 1.050, H40 1.085
25 C -0.815 -3.394 -0.987  O9 1.376, H29 1.084, H32 1.123, H64 1.091
26 C 2.880 -3.955 -0.062  O4 1.393, H35 1.107, H47 1.096, H57 1.050
27 H 2.267 0.272 -1.884  C24 1.089
28 H 0.843 -3.341 -1.832  O9 0.972
29 H -1.603 -4.089 -0.722  C25 1.084
30 H -0.173 -0.553 -3.055  O3 0.943
31 H -2.933 0.891 0.168  C22 1.085
32 H -1.254 -2.371 -1.134  C25 1.123
33 H -0.835 0.446 1.961  N13 1.053
34 H 3.503 -3.004 -1.642  O4 0.969
35 H 3.839 -3.606 0.366  C26 1.107
36 H 0.717 4.439 -0.289  N12 1.062
37 H 5.965 -0.992 -0.986  C23 1.090
38 H -0.413 3.633 3.185  C20 1.128
39 H 2.382 -0.711 -3.315  C24 1.050
40 H 1.673 0.827 -3.389  C24 1.085
41 H 1.183 2.758 -0.439  N12 0.995
42 H 3.517 1.662 1.855  C15 1.124
43 H 1.934 -1.787 0.119  N14 1.010
44 H 4.531 1.421 -0.759  O6 0.969
45 H -2.735 -1.436 2.130  C21 1.050
46 H -0.835 4.471 1.698  C20 1.047
47 H 2.147 -3.969 0.753  C26 1.096
48 H -0.161 2.883 1.570  C20 1.096
49 H 1.806 1.822 2.162  C15 1.078
50 H 4.719 -0.487 -1.997  C23 1.070
51 H -4.516 0.286 -0.239  C22 1.027
52 H -4.127 -3.322 2.542  C18 1.049
53 H -0.843 4.952 -1.905  N11 0.985
54 H -2.003 -2.905 1.707  C21 1.094
55 H -3.146 1.209 2.652  O2 0.963
56 H -2.774 2.841 1.139  C17 1.097
57 H 3.050 -4.919 -0.443  C26 1.050
58 H -2.965 3.507 2.797  C17 1.113
59 H -2.672 -1.841 0.422  C21 1.118
60 H -0.452 0.598 0.247  N13 1.016
61 H -2.050 3.752 -2.232  N11 1.037
62 H -4.012 1.909 -0.744  C22 1.126
63 H 2.593 3.194 1.412  C15 1.101
64 H -0.222 -3.357 -0.071  C25 1.091
65 H 4.296 -0.836 -0.353  C23 1.056
66 H -5.102 -1.973 0.230  O8 0.994
67 H 0.766 -0.823 -0.631  N14 1.018
68 H -2.381 0.629 -2.014  O10 0.945
69 H 2.011 0.693 0.307  O7 0.963
70 H -4.083 -3.765 0.877  C18 1.059


*x*
Below is a cluster of 10 separate species, C12H44N4O10 in total, with properties calculated with ωB97M-V/def2-TZVPD.

The structure (SMILES) is NC(N)=O.NC(N)=O.CCO.CCO.CO.CO.CO.CO.CO.CO. As for the lowest unoccupied orbital energy: -0.29 eV. For the HOMO-LUMO gap, the calculation gives 9.19 eV.

Bonds (Å) are listed after each position.
Atoms and positions in Å:
1 O 1.161 1.420 -0.074  C18 1.439, H70 0.973
2 O 3.162 3.469 -0.990  C26 1.424, H58 0.961
3 O -4.466 0.921 -1.956  C16 1.226
4 O -5.186 -2.307 1.935  C19 1.430, H59 0.961
5 O -2.197 1.172 4.988  C17 1.238
6 O -1.572 -5.421 -0.544  C22 1.420, H27 0.960
7 O 2.409 -3.561 1.525  C24 1.433, H37 0.959
8 O 2.273 0.088 -5.187  C20 1.443, H65 0.963
9 O -0.507 3.355 1.092  C15 1.422, H63 0.974
10 O 2.865 -0.062 1.698  C21 1.409, H56 0.961
11 N -2.442 0.573 -2.878  C16 1.366, H35 1.003, H38 1.001
12 N -3.679 -1.234 -2.237  C16 1.369, H33 1.003, H47 0.998
13 N -2.806 1.826 2.898  C17 1.367, H28 1.002, H64 1.006
14 N -0.592 1.920 3.528  C17 1.366, H52 1.001, H66 1.016
15 C -0.068 4.689 0.866  O9 1.422, H34 1.086, H41 1.097, H50 1.097
16 C -3.631 0.127 -2.375  O3 1.226, N11 1.366, N12 1.369
17 C -1.877 1.616 3.878  O5 1.238, N13 1.367, N14 1.366
18 C 0.406 0.320 -0.616  O1 1.439, C23 1.509, H40 1.095, H43 1.086
19 C -4.716 -1.057 1.424  O4 1.430, H49 1.094, H67 1.086, H69 1.093
20 C 2.123 -0.176 -3.777  O8 1.443, C25 1.520, H32 1.092, H45 1.096
21 C 4.141 -0.495 1.287  O10 1.409, H29 1.093, H53 1.093, H60 1.090
22 C -2.444 -4.363 -0.171  O6 1.420, H42 1.093, H51 1.097, H57 1.088
23 C -0.677 -0.106 0.345  C18 1.509, H31 1.093, H36 1.095, H62 1.098
24 C 0.985 -3.627 1.676  O7 1.433, H44 1.088, H55 1.090, H68 1.094
25 C 3.340 0.387 -3.060  C20 1.520, H30 1.085, H48 1.095, H61 1.093
26 C 4.446 2.906 -0.736  O2 1.424, H39 1.090, H46 1.092, H54 1.093
27 H -1.144 -5.128 -1.352  O6 0.960
28 H -3.752 1.665 3.187  N13 1.002
29 H 4.486 -1.407 1.782  C21 1.093
30 H 3.416 1.436 -3.327  C25 1.085
31 H -1.451 -0.758 -0.069  C23 1.093
32 H 1.198 0.300 -3.443  C20 1.092
33 H -4.534 -1.651 -1.920  N12 1.003
34 H -0.784 5.335 0.365  C15 1.086
35 H -2.264 1.559 -2.842  N11 1.003
36 H -0.408 -0.510 1.326  C23 1.095
37 H 2.646 -3.962 0.687  O7 0.959
38 H -1.677 -0.046 -3.064  N11 1.001
39 H 5.086 3.762 -0.521  C26 1.090
40 H 1.198 -0.429 -0.726  C18 1.095
41 H 0.879 4.671 0.312  C15 1.097
42 H -2.772 -3.759 -1.020  C22 1.093
43 H -0.045 0.513 -1.584  C18 1.086
44 H 0.666 -2.768 2.261  C24 1.088
45 H 1.913 -1.248 -3.691  C20 1.096
46 H 4.858 2.422 -1.625  C26 1.092
47 H -2.856 -1.724 -2.516  N12 0.998
48 H 3.254 0.197 -1.986  C25 1.095
49 H -4.079 -1.219 0.549  C19 1.094
50 H 0.295 5.115 1.809  C15 1.097
51 H -1.971 -3.642 0.507  C22 1.097
52 H 0.112 1.747 4.217  N14 1.001
53 H 4.069 -0.820 0.246  C21 1.093
54 H 4.277 2.284 0.147  C26 1.093
55 H 0.487 -3.718 0.711  C24 1.090
56 H 2.891 0.635 2.359  O10 0.961
57 H -3.306 -4.751 0.367  C22 1.088
58 H 2.445 2.830 -0.960  O2 0.961
59 H -4.450 -2.699 2.413  O4 0.961
60 H 4.918 0.266 1.358  C21 1.090
61 H 4.229 -0.184 -3.339  C25 1.093
62 H -1.270 0.738 0.720  C23 1.098
63 H 0.096 2.759 0.614  O9 0.974
64 H -2.476 2.315 2.083  N13 1.006
65 H 3.095 -0.346 -5.436  O8 0.963
66 H -0.470 2.302 2.594  N14 1.016
67 H -5.568 -0.433 1.171  C19 1.086
68 H 0.759 -4.528 2.253  C24 1.094
69 H -4.099 -0.543 2.166  C19 1.093
70 H 1.650 1.040 0.676  O1 0.973


Energy ordering: *x* at the bottom, the next structure 199.9 kJ/mol above.


*w*
Below is a cluster of 2 separate species, C2H8S2 in total, with properties calculated with ωB97M-V/def2-TZVPD.

The structure (SMILES) is CSS.C. As for the lowest unoccupied orbital energy: 0.40 eV. For the HOMO-LUMO gap, the calculation gives 9.09 eV.

Bonds (Å) are listed after each position.
Atoms and positions in Å:
1 S 0.997 2.167 1.354  S2 2.157, C3 1.805
2 S -0.088 1.878 -0.487  S1 2.157, H12 1.344
3 C 1.836 0.571 1.282  S1 1.805, H6 1.136, H10 1.094, H11 1.183
4 C -1.756 -1.171 -1.131  H5 1.076, H7 1.092, H8 1.076, H9 1.093
5 H -2.279 -2.111 -1.121  C4 1.076
6 H 2.702 0.805 1.980  C3 1.136
7 H -0.816 -1.213 -0.577  C4 1.092
8 H -2.344 -0.413 -0.644  C4 1.076
9 H -1.356 -1.200 -2.147  C4 1.093
10 H 1.269 -0.356 1.414  C3 1.094
11 H 2.375 0.389 0.244  C3 1.183
12 H -0.541 0.653 -0.167  S2 1.344


*x*
Below is a cluster of 2 separate species, C2H8S2 in total, with properties calculated with ωB97M-V/def2-TZVPD.

The structure (SMILES) is CCS.S. As for the lowest unoccupied orbital energy: 0.73 eV. For the HOMO-LUMO gap, the calculation gives 9.76 eV.

Bonds (Å) are listed after each position.
Atoms and positions in Å:
1 S -1.193 2.269 3.216  H5 1.337, H6 1.328
2 S 0.460 -2.127 -2.382  C3 1.786, H11 1.339
3 C 0.469 -1.011 -0.987  S2 1.786, C4 1.519, H8 1.080, H12 1.072
4 C 1.065 0.374 -1.171  C3 1.519, H7 1.094, H9 1.094, H10 1.089
5 H -0.351 1.343 3.686  S1 1.337
6 H -0.472 3.372 3.047  S1 1.328
7 H 0.931 0.866 -2.139  C4 1.094
8 H 0.931 -1.468 -0.124  C3 1.080
9 H 2.160 0.358 -1.188  C4 1.094
10 H 0.679 1.024 -0.386  C4 1.089
11 H -0.329 -1.355 -3.140  S2 1.339
12 H -0.521 -0.879 -0.596  C3 1.072


Energy ordering: *x* at the bottom, the next structure 38.7 kJ/mol above.


*w*
Below is a cluster of 2 separate species, C2H8S2 in total, with properties calculated with ωB97M-V/def2-TZVPD.

The structure (SMILES) is CCS.S. As for the lowest unoccupied orbital energy: 0.46 eV. For the HOMO-LUMO gap, the calculation gives 9.47 eV.

Bonds (Å) are listed after each position.
Atoms and positions in Å:
1 S 3.501 -0.170 0.781  C4 1.867, H5 1.351
2 S -5.147 -1.209 -1.911  H7 1.385, H10 1.363
3 C 0.936 0.318 -0.290  C4 1.543, H6 1.086, H8 1.105, H11 1.092
4 C 1.793 0.559 0.970  S1 1.867, C3 1.543, H9 1.095, H12 1.088
5 H 4.152 0.612 1.670  S1 1.351
6 H 1.368 1.020 -0.997  C3 1.086
7 H -4.115 -1.497 -1.033  S2 1.385
8 H -0.079 0.720 -0.122  C3 1.105
9 H 1.307 0.061 1.816  C4 1.095
10 H -6.473 -1.270 -1.603  S2 1.363
11 H 0.884 -0.708 -0.661  C3 1.092
12 H 1.871 1.563 1.379  C4 1.088


*x*
Below is a cluster of 2 separate species, C2H8S2 in total, with properties calculated with ωB97M-V/def2-TZVPD.

The structure (SMILES) is CCS.S. As for the lowest unoccupied orbital energy: 0.81 eV. For the HOMO-LUMO gap, the calculation gives 9.82 eV.

Bonds (Å) are listed after each position.
Atoms and positions in Å:
1 S 3.106 -0.192 -0.216  H10 1.295, H12 1.344
2 S -1.106 1.783 -0.866  C3 1.827, H5 1.343
3 C -1.305 -0.012 -0.589  S2 1.827, C4 1.537, H6 1.081, H11 1.092
4 C -0.757 -0.472 0.772  C3 1.537, H7 1.090, H8 1.088, H9 1.092
5 H 0.060 1.854 -1.528  S2 1.343
6 H -0.862 -0.556 -1.411  C3 1.081
7 H 0.195 0.027 0.953  C4 1.090
8 H -1.420 -0.239 1.603  C4 1.088
9 H -0.626 -1.556 0.736  C4 1.092
10 H 2.022 -0.848 0.052  S1 1.295
11 H -2.394 -0.076 -0.546  C3 1.092
12 H 3.087 0.287 1.039  S1 1.344


*y*
Below is a cluster of 2 separate species, C2H8S2 in total, with properties calculated with ωB97M-V/def2-TZVPD.

The structure (SMILES) is CCS.S. As for the lowest unoccupied orbital energy: 0.85 eV. For the HOMO-LUMO gap, the calculation gives 9.82 eV.

Bonds (Å) are listed after each position.
Atoms and positions in Å:
1 S -1.094 1.320 3.083  H5 1.335, H10 1.331
2 S 0.243 -1.351 0.600  C4 1.773, H12 1.335
3 C 0.629 -0.121 -1.859  C4 1.545, H6 1.092, H9 1.092, H11 1.081
4 C 0.340 0.135 -0.363  S2 1.773, C3 1.545, H7 1.087, H8 1.094
5 H -0.796 0.060 3.407  S1 1.335
6 H 0.646 0.874 -2.307  C3 1.092
7 H 1.080 0.771 0.117  C4 1.087
8 H -0.594 0.704 -0.321  C4 1.094
9 H 1.653 -0.489 -1.949  C3 1.092
10 H -2.130 1.200 2.255  S1 1.331
11 H -0.061 -0.792 -2.350  C3 1.081
12 H 0.085 -2.311 -0.314  S2 1.335


*z*
Below is a cluster of 2 separate species, C2H8S2 in total, with properties calculated with ωB97M-V/def2-TZVPD.

The structure (SMILES) is CC.SS. As for the lowest unoccupied orbital energy: 0.19 eV. For the HOMO-LUMO gap, the calculation gives 8.80 eV.

Bonds (Å) are listed after each position.
Atoms and positions in Å:
1 S 2.397 -0.523 0.476  S2 2.106, H12 1.339
2 S 2.627 1.120 1.772  S1 2.106, H11 1.338
3 C -1.100 -0.905 -0.528  C4 1.519, H6 1.089, H7 1.061, H9 1.095
4 C -1.477 0.565 -0.609  C3 1.519, H5 1.094, H8 1.090, H10 1.061
5 H -2.439 0.709 -1.109  C4 1.094
6 H -1.657 -1.494 -1.255  C3 1.089
7 H -0.055 -1.022 -0.664  C3 1.061
8 H -1.574 1.145 0.308  C4 1.090
9 H -1.296 -1.405 0.425  C3 1.095
10 H -0.767 1.118 -1.171  C4 1.061
11 H 2.647 0.427 2.916  S2 1.338
12 H 2.695 0.267 -0.564  S1 1.339


Energy ordering: *x* at the bottom, the next structure 5.0 kJ/mol above.